Record 1
Computed, not measured: a 2-piece molecular cluster, C23H39Cl2F9N3O7PS overall at a distorted geometry, with ωB97M-V with the def2-TZVPD basis set.

Output
- Total charge: -1
- DFT total energy: -4149.51803 a.u.
- Spin multiplicity: 2
- HOMO (spin up / spin down): -5.10 / -5.10 eV
- LUMO (spin up / spin down): 0.0755 / 0.0664 Ha

```
85
C23H39Cl2F9N3O7PS | OMol25 | ωB97M-V with the def2-TZVPD basis set
C 0.20 1.44 2.00
C -0.71 0.52 1.21
O -1.09 -0.55 1.67
N -1.00 0.96 -0.06
C -1.17 2.41 -0.25
N -1.61 0.08 -0.95
C -3.07 -0.01 -0.99
C -3.76 0.68 0.18
C -5.21 0.18 0.32
C -5.48 -0.58 1.64
C -5.37 -2.09 1.55
F -5.15 -2.60 2.78
F -4.34 -2.44 0.77
C -6.70 -2.74 1.04
F -7.21 -2.01 0.06
F -7.56 -2.68 2.06
S -6.63 -4.55 0.43
F -7.59 -5.07 1.58
F -5.38 -4.85 1.35
F -5.69 -4.08 -0.75
F -7.91 -4.32 -0.48
F -6.55 -6.02 -0.12
C -0.84 -0.43 -2.07
C -1.80 -1.24 -3.06
O -2.01 -0.69 -4.15
O -2.19 -2.32 -2.57
C 0.28 -1.40 -1.57
Cl 1.08 -2.23 -2.92
C -0.20 -2.35 -0.44
C 0.72 -2.27 0.78
Cl -0.28 -4.09 -0.89
P -0.10 0.98 -3.07
O -1.04 2.09 -3.30
O 0.59 0.46 -4.41
O 1.17 1.53 -2.21
H 1.02 1.77 1.36
H 0.59 0.87 2.83
H -0.33 2.33 2.35
H -0.21 2.92 -0.37
H -1.71 2.86 0.59
H -1.74 2.57 -1.16
H -3.45 0.43 -1.92
H -3.35 -1.06 -1.02
H -3.79 1.76 0.00
H -3.22 0.53 1.11
H -5.46 -0.45 -0.53
H -5.90 1.02 0.29
H -4.72 -0.31 2.37
H -6.44 -0.33 2.08
H 1.07 -0.80 -1.13
H -1.23 -2.10 -0.19
H 1.07 -1.25 0.94
H 1.56 -2.95 0.66
H 0.18 -2.55 1.68
H 1.47 0.10 -4.27
H 1.88 0.89 -2.07
C 6.34 2.84 -0.09
C 4.86 2.59 -0.37
C 3.98 3.13 0.76
C 4.04 2.28 2.04
C 3.70 0.83 1.73
C 4.58 0.22 0.63
N 4.57 1.13 -0.56
O 3.55 0.94 -1.32
C 6.00 -0.03 1.16
C 4.01 -1.12 0.19
C 4.52 3.31 -1.67
H 6.70 2.41 0.84
H 6.95 2.44 -0.90
H 6.51 3.91 -0.04
H 2.95 3.18 0.42
H 4.30 4.15 0.97
H 5.02 2.36 2.51
H 3.32 2.67 2.76
H 3.79 0.21 2.62
H 2.65 0.77 1.41
H 6.70 -0.19 0.34
H 5.99 -0.93 1.77
H 6.38 0.77 1.79
H 2.98 -1.01 -0.13
H 4.03 -1.82 1.02
H 4.58 -1.54 -0.64
H 5.06 2.88 -2.51
H 4.82 4.36 -1.57
H 3.46 3.28 -1.90
```

***

Record 2
Computed, not measured: one molecule with the formula C23H40Br3F3N2O2P2S2 at a distorted geometry, with ωB97M-V with the def2-TZVPD basis set.

Output
- SMILES: CCCCN(CCCC[C@@]1(P(C)CC)NC(=O)[C@@H](P(O)Br)[C@H]1CC[C@@](F)(Br)C(F)(F)Br)C(=S)SCCC
- Total charge: 0
- DFT total energy: -10661.12311 a.u.
- Spin multiplicity: 1
- HOMO: -8.31 eV
- LUMO: 0.0000 Ha

```
77
C23H40Br3F3N2O2P2S2 | OMol25 | ωB97M-V with the def2-TZVPD basis set
C 1.78 1.82 3.74
C 2.45 2.65 2.64
C 3.46 1.86 1.81
C 2.90 0.64 1.06
N 2.76 0.73 -0.41
C 2.15 1.96 -0.93
C 0.72 2.12 -0.44
C -0.24 1.14 -1.10
C -1.57 1.13 -0.35
C -2.70 0.25 -0.86
P -4.39 0.64 -0.05
C -4.04 0.93 1.75
C -4.85 2.33 -0.64
C -4.06 3.58 -0.22
N -3.03 0.46 -2.28
C -3.60 -0.76 -2.74
O -4.50 -0.86 -3.49
C -2.82 -1.91 -2.09
P -1.56 -2.38 -3.41
O -1.58 -0.98 -4.28
Br 0.47 -2.17 -2.47
C -2.52 -1.31 -0.69
C -1.34 -1.83 0.14
C -1.70 -1.94 1.62
C -0.48 -1.84 2.56
F 0.53 -1.12 2.00
Br -0.98 -0.92 4.21
C 0.09 -3.23 2.92
F 0.28 -3.89 1.76
F -0.81 -3.93 3.63
Br 1.76 -3.15 3.88
C 3.88 0.32 -1.13
S 5.43 0.44 -0.64
S 3.44 -0.31 -2.75
C 4.47 -1.80 -2.84
C 3.87 -3.03 -2.17
C 3.49 -2.84 -0.70
H 2.54 1.26 4.30
H 1.26 2.46 4.46
H 1.05 1.10 3.35
H 1.70 3.13 2.01
H 2.99 3.47 3.13
H 4.22 1.48 2.50
H 4.00 2.52 1.13
H 3.55 -0.22 1.24
H 1.92 0.35 1.45
H 2.12 1.86 -2.03
H 2.78 2.83 -0.72
H 0.39 3.15 -0.63
H 0.67 1.96 0.64
H -0.38 1.41 -2.16
H 0.22 0.14 -1.09
H -1.37 0.87 0.70
H -1.94 2.16 -0.35
H -4.34 1.94 2.04
H -4.63 0.23 2.34
H -2.98 0.83 2.02
H -5.89 2.43 -0.31
H -4.89 2.25 -1.73
H -3.35 3.87 -0.99
H -4.72 4.43 -0.06
H -3.49 3.43 0.70
H -2.23 0.72 -2.85
H -3.43 -2.81 -1.98
H -1.26 -1.16 -5.17
H -3.41 -1.61 -0.11
H -0.45 -1.22 0.00
H -1.05 -2.82 -0.23
H -2.43 -1.19 1.92
H -2.17 -2.91 1.81
H 5.47 -1.57 -2.46
H 4.57 -1.97 -3.92
H 4.62 -3.83 -2.25
H 2.99 -3.36 -2.75
H 3.30 -3.81 -0.23
H 2.57 -2.25 -0.61
H 4.29 -2.33 -0.16
```

***

Record 3
Computed, not measured: C23H40F6LaN10O2Sb as an isolated structure at a distorted geometry, with ωB97M-V with the def2-TZVPD basis set.

Output
- Relative energy (zero: lowest compared OMol25 entry of this formula, charge and spin): 63.27 kJ/mol
- Total charge: +3
- DFT total energy: -2468.91525 a.u.
- Spin multiplicity: 2
- HOMO (spin up / spin down): -16.17 / -15.93 eV
- LUMO (spin up / spin down): -0.3138 / -0.3568 Ha

```
83
C23H40F6LaN10O2Sb | OMol25 | ωB97M-V with the def2-TZVPD basis set
La -1.15 1.03 -0.36
C 1.53 0.02 2.49
C 0.54 -1.04 2.10
N 0.98 -2.05 1.51
C 0.45 -3.29 1.10
C -1.04 -3.42 0.68
N -1.22 -3.10 -0.69
C -2.03 -3.83 -1.55
C -3.52 -3.22 -1.66
N -3.72 -2.31 -2.71
C -3.45 -0.90 -2.61
C -4.27 -0.21 -1.50
N -3.49 -0.16 -0.28
C -4.01 -0.08 0.89
C -5.46 0.08 1.20
C -3.06 -0.28 2.02
C -3.47 -0.50 3.33
C -2.53 -0.86 4.28
C -1.21 -1.03 3.90
C -0.87 -0.79 2.57
N -1.76 -0.37 1.66
H 1.45 0.24 3.55
H 1.34 0.94 1.94
H 2.54 -0.34 2.28
H 0.65 -3.98 1.92
H 1.08 -3.61 0.26
H -1.63 -2.76 1.33
H -1.37 -4.45 0.85
H -0.73 -2.27 -1.03
H -1.63 -3.85 -2.56
H -2.15 -4.85 -1.18
H -3.76 -2.76 -0.70
H -4.18 -4.08 -1.83
H -3.69 -2.69 -3.64
H -3.69 -0.46 -3.58
H -2.37 -0.71 -2.40
H -5.22 -0.76 -1.36
H -4.52 0.81 -1.82
H -6.03 0.40 0.34
H -5.59 0.83 1.99
H -5.88 -0.86 1.58
H -4.51 -0.41 3.60
H -2.83 -1.02 5.31
H -0.47 -1.36 4.61
N 1.34 1.65 -0.98
C 2.17 0.44 -1.11
C 3.14 0.46 -2.30
C 4.22 1.55 -2.27
C 5.22 1.47 -1.12
N 6.00 0.24 -1.14
C 6.98 -0.04 -0.29
N 7.32 0.82 0.67
N 7.60 -1.22 -0.34
C 1.24 -0.80 -1.27
O 1.73 -1.90 -1.39
O -0.03 -0.56 -1.26
H 1.13 1.99 -1.92
H 1.88 2.39 -0.53
H 2.72 0.28 -0.18
H 2.55 0.61 -3.21
H 3.58 -0.53 -2.37
H 3.75 2.54 -2.23
H 4.77 1.51 -3.21
H 4.71 1.55 -0.15
H 5.90 2.33 -1.23
H 5.79 -0.42 -1.87
H 6.98 1.77 0.69
H 8.09 0.61 1.28
H 7.37 -1.92 -1.03
H 8.35 -1.43 0.29
F -1.96 1.80 -2.40
Sb -2.50 3.75 -1.78
F -1.66 4.34 -3.35
F -0.62 3.52 -0.99
F -2.66 5.28 -0.70
F -2.96 2.63 -0.09
F -4.24 3.36 -2.37
C -0.28 4.80 2.59
C -0.43 3.52 2.02
N -0.51 2.47 1.55
H 0.24 5.45 1.88
H 0.29 4.74 3.51
H -1.26 5.23 2.80
```

***

Record 4
Computed, not measured: C23H40FN3O7S2 as an isolated structure at a distorted geometry, with ωB97M-V with the def2-TZVPD basis set.

Output
- Relative energy (zero: lowest compared OMol25 entry of this formula, charge and spin): 531.06 kJ/mol
- Total charge: 0
- DFT total energy: -2487.17058 a.u.
- Spin multiplicity: 3
- HOMO (spin up / spin down): -8.95 / -9.58 eV
- LUMO (spin up / spin down): -0.0487 / -0.0487 Ha

```
76
C23H40FN3O7S2 | OMol25 | ωB97M-V with the def2-TZVPD basis set
O -1.56 -0.72 2.85
S -1.57 -1.61 1.62
O -3.24 -1.80 1.28
C -3.62 -2.97 2.08
C -3.71 -2.91 3.66
C -4.08 -4.23 4.38
N -4.36 -5.50 3.80
C -4.32 -5.51 2.37
C -3.97 -4.35 1.42
O -1.04 -3.20 1.97
S 0.56 -3.29 2.44
O 1.40 -3.81 1.29
O 0.62 -4.35 3.52
F 1.16 -1.86 3.06
H -3.46 -1.92 4.17
H -4.10 -4.18 5.53
H -4.55 -6.52 1.87
H -3.95 -4.42 0.28
C 5.34 1.94 1.84
C 4.04 2.30 1.08
C 3.86 3.83 1.06
C 3.41 4.40 2.41
C 2.16 3.68 2.91
C 2.33 2.14 2.96
N 2.88 1.58 1.69
O 1.87 1.58 0.77
C 3.24 1.75 4.15
C 0.96 1.52 3.33
C 4.33 1.83 -0.37
H 5.36 0.88 2.11
H 6.23 2.14 1.23
H 5.49 2.53 2.75
H 3.11 4.11 0.31
H 4.79 4.32 0.77
H 4.21 4.34 3.14
H 3.18 5.47 2.29
H 1.91 4.06 3.91
H 1.32 3.94 2.27
H 3.48 0.68 4.12
H 2.73 1.93 5.10
H 4.16 2.31 4.20
H 0.16 1.80 2.64
H 0.63 1.85 4.32
H 1.01 0.43 3.36
H 4.47 0.75 -0.41
H 5.25 2.29 -0.75
H 3.54 2.11 -1.07
C -3.47 -1.25 -4.72
C -2.79 -1.05 -3.34
C -3.13 0.36 -2.80
C -2.39 1.48 -3.51
C -0.89 1.22 -3.52
C -0.51 -0.17 -4.08
N -1.31 -1.27 -3.47
O -0.82 -1.50 -2.22
C -0.68 -0.17 -5.61
C 1.02 -0.37 -3.88
C -3.47 -2.10 -2.43
H -3.04 -2.11 -5.25
H -4.54 -1.46 -4.60
H -3.42 -0.38 -5.36
H -2.89 0.41 -1.73
H -4.21 0.53 -2.87
H -2.76 1.60 -4.53
H -2.59 2.43 -3.00
H -0.39 2.01 -4.10
H -0.51 1.32 -2.49
H -0.56 -1.18 -6.02
H 0.07 0.46 -6.09
H -1.64 0.22 -5.95
H 1.33 -0.28 -2.84
H 1.58 0.39 -4.44
H 1.33 -1.35 -4.25
H -3.25 -3.12 -2.78
H -4.56 -1.98 -2.44
H -3.16 -2.02 -1.39
```

***

Record 5
Computed, not measured: one molecule with the formula C23H40N2O3 at a distorted geometry, with ωB97M-V with the def2-TZVPD basis set.

Output
- Relative energy (zero: lowest compared OMol25 entry of this formula, charge and spin): 250.30 kJ/mol
- SMILES: C=CCOC[C@@H](C(=O)N1CC2(CCCN(C(=O)[C@H](C)C(C)C)C2)C1)C(C)(C)C
- Total charge: 0
- DFT total energy: -1235.60073 a.u.
- Spin multiplicity: 1
- HOMO: -9.03 eV
- LUMO: 0.0230 Ha

```
68
C23H40N2O3 | OMol25 | ωB97M-V with the def2-TZVPD basis set
C -4.30 1.29 4.06
C -2.97 1.21 3.84
C -2.26 1.78 2.63
O -1.56 0.74 1.97
C -0.19 1.01 1.68
C 0.43 -0.15 0.85
C -0.44 -0.38 -0.41
O -0.35 0.40 -1.36
N -1.17 -1.51 -0.51
C -1.88 -2.21 0.62
C -3.16 -2.01 -0.21
C -4.02 -3.28 -0.37
C -5.29 -2.99 -1.19
C -6.08 -1.76 -0.67
N -5.14 -0.63 -0.62
C -5.18 0.35 -1.57
O -6.06 0.36 -2.43
C -4.21 1.56 -1.49
C -4.74 2.59 -0.46
C -3.89 2.21 -2.88
C -3.27 1.22 -3.89
C -2.95 3.44 -2.77
C -4.02 -0.82 0.32
C -2.31 -1.68 -1.45
C 1.98 -0.01 0.59
C 2.50 -1.13 -0.35
C 2.75 -0.15 1.93
C 2.37 1.36 -0.03
H -4.75 0.86 4.94
H -4.96 1.79 3.36
H -2.35 0.70 4.55
H -2.96 2.24 1.93
H -1.60 2.58 2.98
H -0.11 1.95 1.13
H 0.34 1.13 2.62
H 0.32 -1.04 1.46
H -1.60 -3.26 0.72
H -1.98 -1.64 1.55
H -3.45 -4.09 -0.83
H -4.30 -3.65 0.62
H -5.03 -2.82 -2.24
H -5.95 -3.87 -1.19
H -6.99 -1.54 -1.23
H -6.43 -1.94 0.35
H -3.24 1.21 -1.13
H -5.01 2.11 0.49
H -4.00 3.35 -0.22
H -5.64 3.09 -0.82
H -4.83 2.57 -3.31
H -2.31 0.84 -3.54
H -3.92 0.36 -4.07
H -3.10 1.69 -4.86
H -2.02 3.18 -2.27
H -2.70 3.84 -3.75
H -3.41 4.25 -2.21
H -4.45 -1.08 1.29
H -3.47 0.09 0.56
H -2.68 -0.77 -1.92
H -2.19 -2.54 -2.12
H 2.10 -1.03 -1.36
H 3.59 -1.11 -0.44
H 2.22 -2.12 0.02
H 2.54 0.66 2.62
H 2.51 -1.09 2.43
H 3.83 -0.15 1.77
H 2.13 2.20 0.62
H 3.44 1.42 -0.23
H 1.87 1.53 -0.98
```

***

Record 6
Computed, not measured: a 6-piece molecular cluster, C23H40N3O8PS2 overall, with ωB97M-V with the def2-TZVPD basis set.

Output
- SMILES: COP(=O)(OC)OC.O=S1(=O)CCCC1.O=S1(=O)CCCC1.c1cc[nH]c1.c1cc[nH]c1.c1cc[nH]c1
- Total charge: 0
- DFT total energy: -2804.35687 a.u.
- Spin multiplicity: 1
- HOMO: -8.08 eV
- LUMO: 0.0148 Ha

```
77
C23H40N3O8PS2 | OMol25 | ωB97M-V with the def2-TZVPD basis set
C -0.50 3.37 3.23
C -1.44 4.51 3.66
C -2.84 4.12 3.24
S -2.66 3.36 1.62
O -2.79 4.37 0.60
O -3.48 2.19 1.55
C -0.94 2.90 1.83
H -0.53 2.54 3.93
H 0.53 3.72 3.18
H -1.11 5.46 3.23
H -1.40 4.66 4.74
H -3.57 4.93 3.20
H -3.23 3.33 3.89
H -0.36 3.32 1.01
H -0.91 1.82 1.69
C -1.91 -5.17 2.20
C -1.87 -3.79 2.86
C -1.39 -2.79 1.81
S -1.99 -3.42 0.23
O -0.85 -3.68 -0.61
O -3.10 -2.66 -0.27
C -2.64 -4.97 0.88
H -2.39 -5.92 2.82
H -0.90 -5.50 1.96
H -1.21 -3.80 3.72
H -2.86 -3.51 3.23
H -0.31 -2.78 1.72
H -1.75 -1.77 1.94
H -2.58 -5.72 0.10
H -3.70 -4.75 1.04
C 5.67 -5.16 0.20
O 5.30 -3.91 -0.41
P 4.75 -2.78 0.56
O 5.40 -2.67 1.85
O 4.86 -1.58 -0.46
C 4.25 -0.32 -0.19
O 3.19 -3.06 0.72
C 2.36 -3.14 -0.44
H 5.40 -5.19 1.26
H 6.75 -5.27 0.13
H 5.15 -5.95 -0.33
H 5.01 0.41 0.09
H 3.49 -0.40 0.59
H 3.77 0.02 -1.10
H 1.68 -2.28 -0.45
H 1.72 -4.02 -0.37
H 2.92 -3.14 -1.37
N 3.73 4.29 -1.36
C 4.93 3.67 -1.62
C 4.68 2.59 -2.42
C 3.27 2.58 -2.69
C 2.72 3.62 -2.00
H 3.64 5.13 -0.82
H 5.84 3.98 -1.14
H 5.38 1.88 -2.82
H 2.71 1.85 -3.25
H 1.71 3.99 -1.91
N -1.57 1.32 -1.43
C -0.33 1.88 -1.57
C 0.56 1.10 -0.87
C -0.19 0.05 -0.28
C -1.51 0.23 -0.62
H -2.40 1.75 -1.80
H -0.21 2.79 -2.12
H 1.62 1.25 -0.81
H 0.17 -0.72 0.38
H -2.39 -0.25 -0.21
N -5.47 1.43 -4.46
C -5.68 1.96 -3.21
C -4.84 1.32 -2.35
C -4.10 0.37 -3.10
C -4.52 0.44 -4.39
H -5.98 1.69 -5.28
H -6.39 2.76 -3.08
H -4.76 1.55 -1.29
H -3.38 -0.35 -2.73
H -4.22 -0.09 -5.27
```